Record 1
Here is 2 unconnected molecules or ions with the total composition CH7N2S2 from OMol25. Energies are from ωB97M-V/def2-TZVPD.

Its charge is +1. For the highest occupied orbital energy (spin up / spin down), the calculation gives -10.4 / -14.3 eV. The spin multiplicity is 3. The value obtained for the orbital gap (spin up / spin down) is 0.2579 / 0.2488 hartree.

```
12
CH7N2S2 | OMol25 | ωB97M-V/def2-TZVPD
H -1.4533 0.9917 3.0023
N 1.1078 -1.2971 -0.7347
N -0.3265 0.6625 0.8721
H -2.3976 -0.3489 1.6179
H 0.5420 -0.1701 -2.0810
H 0.3891 2.6732 0.0674
H 0.5935 -1.8548 -2.7125
H 1.5417 -2.2643 -0.4563
S -1.1946 -0.0202 2.1143
H 0.2068 -0.1318 0.4249
S -0.8037 2.1255 -0.0034
C 0.7908 -1.1573 -1.9454
```

=====

Record 2
Here is a molecular structure, C21H17N4O5SbSe4V from OMol25. Energies are from ωB97M-V/def2-TZVPD.

Its charge is -1. For the highest occupied orbital energy, the calculation gives -4.2 eV. The value obtained for the orbital gap is 0.1737 hartree.

```
53
C21H17N4O5SbSe4V | OMol25 | ωB97M-V/def2-TZVPD
H -1.2833 6.4041 -0.9790
C -0.1054 -1.2826 3.2137
O -0.7233 0.8441 1.6092
C 1.7515 -1.9797 -3.3852
N 1.7319 -0.7385 1.0809
C 4.5217 -2.0104 -3.5954
V -0.1887 -0.6280 0.5351
H 3.1642 -0.3969 2.5080
C 2.5398 -1.6471 -2.2880
O 0.6025 -1.6303 -0.8903
H -1.1832 -1.2338 6.4067
H 0.6743 -1.9641 -3.2872
O 0.0265 0.8961 -0.6459
C 1.5976 -0.3404 4.6973
H -0.9675 1.7911 -2.7365
N 2.5853 -0.8607 -0.0014
C 0.7635 -0.5515 5.7725
C -0.5054 -1.0897 5.5750
H 4.2032 -2.6533 -5.6183
O -0.4633 -1.6531 1.9902
C -1.3316 3.8630 -3.2202
C 3.9282 -1.6521 -2.3970
H 2.5756 0.1063 4.8275
Se -5.8878 -1.2588 0.5609
O -2.2198 -1.9382 4.2544
Se -2.0922 -0.9506 -0.2962
H 1.0828 -0.2854 6.7712
H -1.5247 3.6641 -4.2652
H -1.6947 5.9681 -3.3791
C -0.8158 3.0795 -1.0379
C 1.8775 -1.3417 -1.0050
C 1.1747 -0.6961 3.4122
C 2.3514 -2.3330 -4.5853
H -2.7689 -2.5084 2.3047
N -0.9223 1.9794 1.0468
H 5.6010 -2.0275 -3.6777
C -1.4284 5.1522 -2.7201
H 4.5257 -1.3820 -1.5373
H -4.0522 -1.9135 3.3675
H 1.7351 -2.5960 -5.4349
C -1.2110 5.3979 -1.3694
H -0.7457 4.5175 0.5453
C -3.0207 -1.7723 3.0632
C -0.9055 4.3551 -0.5112
Sb -4.4619 -1.3660 -1.3937
C -1.0162 2.8088 -2.3765
Se -4.3225 -3.5234 -2.4667
C 3.7347 -2.3577 -4.6878
Se -4.5703 0.5613 -2.8602
C -0.9686 -1.4443 4.3152
N -0.5680 1.9551 -0.1654
H -2.9096 -0.7676 2.6585
C 2.1098 -0.5691 2.2982
```

=====

For each record above, in turn, the calculated calculated total energy values are -947.67031, -12195.65721 a.u..